(1)
A gas-phase ion, C4H8N3 (charge +1), computed with ωB97M-V/def2-TZVPD.

```
! wB97M-V def2-TZVPD RIJCOSX def2/J DEFGRID3
* xyz 1 1
H 1.746 -3.049 1.002
N 1.202 -2.333 0.665
C 1.216 -1.303 1.404
C 0.575 -0.214 0.767
N 0.299 0.920 1.234
C -0.535 1.622 0.437
C -0.901 0.772 -0.800
N 0.035 -0.416 -0.651
H 1.683 -1.209 2.480
H -0.158 2.526 0.199
H -1.481 1.822 0.846
H -1.916 0.370 -0.724
H -0.581 1.111 -1.818
H -0.535 -1.237 -0.871
H 0.763 -0.467 -1.389
*
```

Results
Energy relative to the best compared isomer or geometry (same formula, charge and spin) = 78.5 kcal/mol
LUMO = -0.170 hartree
DFT total energy = -321.16619 hartree
Structure (SMILES) = [H]/N=C/C1=NCC[NH2+]1
E_HOMO = -15.234 eV
Kohn-Sham gap = 10.616 eV



(2)
A molecular structure, C8H6EuNO5, computed with ωB97M-V/def2-TZVPD.

```
! wB97M-V def2-TZVPD RIJCOSX def2/J DEFGRID3
* xyz 1 8
O 1.362 -2.932 -4.793
C 1.161 -2.318 -3.839
Eu -0.095 -1.342 -1.682
C -1.802 -2.070 0.446
O -2.386 -1.817 1.405
C 2.154 -0.908 -0.549
O 2.896 -0.766 0.358
C 0.295 1.044 -3.019
O 0.251 2.094 -3.488
C 1.074 -3.315 -0.504
O 1.615 -3.979 0.254
H 2.433 -0.915 -1.676
C -1.279 1.918 2.876
C -0.782 2.348 1.494
C -0.634 1.201 0.651
N -0.712 0.398 -0.185
H -2.082 1.167 2.774
H -1.669 2.791 3.410
H -0.461 1.484 3.464
H -1.511 3.036 1.023
H 0.171 2.880 1.579
*
```

Results
⟨S²⟩ = 15.767
Energy relative to the best compared isomer or geometry (same formula, charge and spin) = 0.0 kcal/mol
LUMO (alpha / beta) = -0.150 / -0.148 hartree
DFT total energy = -1449.39565 hartree
E_HOMO (alpha / beta) = -9.895 / -10.014 eV
Kohn-Sham gap (alpha / beta) = 5.809 / 5.992 eV



(3)
2 unconnected molecules or ions with the total composition CH5OP, computed with ωB97M-V/def2-TZVPD.

```
! wB97M-V def2-TZVPD RIJCOSX def2/J DEFGRID3
* xyz 0 3
C -0.750 0.031 0.488
O 1.677 -0.649 0.242
P 0.842 0.783 0.019
H -1.516 0.759 0.183
H -0.572 -0.255 1.566
H -0.854 -0.829 -0.094
H 2.553 -0.594 0.704
H 0.396 0.848 -1.864
*
```

Results
⟨S²⟩ = 2.006
Energy relative to the best compared isomer or geometry (same formula, charge and spin) = 22.6 kcal/mol
LUMO (alpha / beta) = 0.027 / -0.079 hartree
DFT total energy = -457.50567 hartree
E_HOMO (alpha / beta) = -5.543 / -10.110 eV
Kohn-Sham gap (alpha / beta) = 6.266 / 7.954 eV



(4)
A gas-phase ion, C6H8N (charge +1), computed with ωB97M-V/def2-TZVPD.

```
! wB97M-V def2-TZVPD RIJCOSX def2/J DEFGRID3
* xyz 1 1
C 0.246 0.839 0.322
C -0.986 0.387 0.190
C 1.475 1.096 0.207
C -2.198 0.148 0.083
C 2.641 0.217 0.127
C -3.583 -0.286 0.021
N 2.309 -1.059 -0.390
H 1.815 2.113 0.384
H 3.321 0.813 -0.591
H 2.947 -0.077 1.218
H -4.355 0.471 -0.257
H -3.875 -0.795 0.963
H -3.645 -0.939 -0.882
H 1.444 -1.521 -0.035
H 2.441 -1.407 -1.357
*
```

Results
Energy relative to the best compared isomer or geometry (same formula, charge and spin) = 139.4 kcal/mol
LUMO (alpha / beta) = -0.247 / -0.247 hartree
DFT total energy = -287.73415 hartree
E_HOMO (alpha / beta) = -13.081 / -13.081 eV
Kohn-Sham gap (alpha / beta) = 6.352 / 6.352 eV



(5)
A molecular structure, C33H46F5IrN9O3PSe, computed with ωB97M-V/def2-TZVPD.

```
! wB97M-V def2-TZVPD RIJCOSX def2/J DEFGRID3
* xyz 0 1
Ir -0.520 -0.665 -0.674
C -2.559 1.843 -3.718
C -2.184 0.550 -3.045
O -1.531 0.621 -1.993
N -2.561 -0.572 -3.661
C -2.372 -1.950 -3.196
C -0.936 -2.392 -3.249
C -0.483 -3.130 -4.336
C 0.834 -3.525 -4.402
C 1.681 -3.164 -3.364
C 1.175 -2.411 -2.331
N -0.109 -2.014 -2.266
H -2.744 2.591 -2.952
H -3.438 1.741 -4.353
H -1.719 2.178 -4.329
H -3.074 -0.450 -4.517
H -2.956 -2.594 -3.849
H -2.760 -2.071 -2.195
H -1.193 -3.428 -5.096
H 1.191 -4.122 -5.230
H 2.720 -3.462 -3.349
H 1.808 -2.089 -1.518
O -3.299 -0.304 0.202
N -3.178 -1.500 0.168
O -2.041 -1.955 -0.289
F 2.489 -7.731 -5.079
C 1.519 -7.179 -4.336
C 0.249 -7.001 -4.852
F -0.006 -7.369 -6.116
C -0.742 -6.431 -4.072
F -1.936 -6.253 -4.660
C -0.540 -6.017 -2.755
Se -1.881 -5.183 -1.725
C 0.756 -6.222 -2.277
F 1.089 -5.837 -1.033
C 1.767 -6.781 -3.034
F 2.998 -6.935 -2.520
N 0.081 0.890 0.227
P 0.156 1.986 1.314
N -0.836 1.794 2.634
C -2.266 2.090 2.381
C -3.115 1.565 3.527
C -3.031 0.037 3.628
C -1.615 -0.460 3.290
C -0.593 0.644 3.521
N 1.671 2.110 2.010
C 1.982 2.560 3.360
C 2.857 3.810 3.380
C 4.086 3.641 2.491
C 3.674 3.211 1.087
C 2.840 1.938 1.155
N -0.245 3.470 0.692
C -0.067 4.690 1.481
C -1.110 5.730 1.098
C -0.977 6.124 -0.378
C -0.564 4.916 -1.238
C -0.966 3.608 -0.573
H -2.598 1.625 1.446
H -2.385 3.171 2.283
H -4.148 1.881 3.375
H -2.780 2.032 4.458
H -3.746 -0.415 2.940
H -3.315 -0.275 4.635
H -1.557 -0.758 2.242
H -1.356 -1.338 3.886
H 0.418 0.279 3.341
H -0.624 0.979 4.564
H 2.516 1.751 3.883
H 1.051 2.731 3.899
H 3.153 4.019 4.411
H 2.273 4.666 3.034
H 4.741 2.874 2.920
H 4.665 4.566 2.461
H 4.553 3.042 0.460
H 3.078 3.998 0.612
H 3.470 1.130 1.561
H 2.508 1.621 0.166
H 0.936 5.108 1.321
H -0.150 4.448 2.545
H -1.006 6.604 1.742
H -2.103 5.316 1.288
H -0.238 6.922 -0.483
H -1.926 6.533 -0.729
H 0.520 4.902 -1.380
H -1.011 4.980 -2.233
H -0.725 2.747 -1.189
H -2.055 3.590 -0.412
C 2.886 -2.560 3.173
N 1.866 -2.562 2.143
C 1.181 -3.661 1.671
C 0.324 -3.210 0.719
N 0.490 -1.844 0.613
C 1.423 -1.486 1.476
H 3.743 -3.153 2.859
H 2.484 -2.967 4.099
H 3.207 -1.535 3.347
H 1.366 -4.654 2.040
H -0.375 -3.759 0.098
H 1.769 -0.479 1.632
*
```

Results
Energy relative to the best compared isomer or geometry (same formula, charge and spin) = 19.1 kcal/mol
LUMO = 0.004 hartree
DFT total energy = -5350.01606 hartree
E_HOMO = -5.984 eV
Kohn-Sham gap = 6.100 eV



(6)
C5H11ClSi in the gas phase, computed with ωB97M-V/def2-TZVPD.

```
! wB97M-V def2-TZVPD RIJCOSX def2/J DEFGRID3
* xyz 0 1
C -0.598 0.915 -1.653
Si -1.000 0.388 0.143
C -1.596 1.693 1.435
Cl -2.447 -1.144 -0.058
C 0.840 -0.723 0.779
C 1.262 -1.987 0.014
C 2.086 -0.695 -0.084
H -0.050 0.175 -2.225
H -1.440 1.003 -2.316
H -0.118 1.798 -1.767
H -2.173 1.186 2.095
H -0.790 2.073 1.849
H -2.090 2.523 0.783
H 0.801 -0.895 1.875
H 0.591 -2.352 -0.750
H 1.686 -2.909 0.449
H 3.048 -0.691 0.532
H 1.989 -0.359 -1.101
*
```

Results
Energy relative to the best compared isomer or geometry (same formula, charge and spin) = 30.1 kcal/mol
LUMO = 0.030 hartree
DFT total energy = -946.76412 hartree
Structure (SMILES) = C[Si](C)(Cl)C1CC1
E_HOMO = -9.237 eV
Kohn-Sham gap = 10.066 eV